(1)
Formula: C50H102O13
Source: OMol25
Level of theory: ωB97M-V/def2-TZVPD

Results
Frontier orbital gap (spin up / spin down) = 0.05908 / 0.34717 hartree
HOMO level (spin up / spin down) = 0.56 / -7.29 eV
⟨S²⟩ = 0.75
Total energy = -2944.038477 a.u.
2S+1 = 2
Charge = -1
LUMO (spin up / spin down) = 0.080 / 0.079 Ha

Positions of all 165 atoms, in Å:
C  -1.134  5.589  -0.463
C  -1.707  4.285  -1.006
C  -1.821  3.485  0.343
O  -2.145  4.501  1.330
C  -1.694  5.821  0.970
H  -1.528  6.425  -1.041
H  -0.044  5.577  -0.437
H  -0.985  3.913  -1.733
H  -2.657  4.449  -1.515
H  -0.864  3.130  0.725
H  -2.606  2.734  0.434
H  -0.996  6.293  1.662
H  -2.508  6.543  0.916
C  0.587  -1.003  0.858
C  -0.097  -0.837  -0.487
C  -0.818  0.511  -0.392
O  -1.011  0.580  0.984
C  -0.398  -0.420  1.814
H  1.544  -0.491  0.959
H  0.787  -2.035  1.147
H  -0.801  -1.663  -0.583
H  0.597  -0.961  -1.319
H  -1.693  0.643  -1.028
H  -0.079  1.191  -0.817
H  -1.087  -1.219  2.087
H  0.146  -0.105  2.705
C  -6.048  -0.354  -2.438
C  -5.094  -0.470  -1.317
C  -5.199  0.877  -0.653
O  -6.506  1.404  -1.012
C  -7.155  0.576  -1.996
H  -6.474  -1.314  -2.729
H  -5.504  0.055  -3.289
H  -4.062  -0.693  -1.590
H  -5.395  -1.303  -0.681
H  -4.457  1.574  -1.042
H  -5.070  0.677  0.411
H  -7.538  1.273  -2.742
H  -7.936  -0.063  -1.585
C  -4.385  -4.916  1.008
C  -3.541  -3.864  1.831
C  -2.165  -4.585  2.002
O  -2.127  -5.525  0.923
C  -3.405  -6.075  0.696
H  -4.787  -4.424  0.123
H  -5.212  -5.307  1.599
H  -4.108  -3.608  2.726
H  -3.409  -2.943  1.263
H  -2.047  -5.143  2.931
H  -1.381  -3.831  1.930
H  -3.592  -6.928  1.348
H  -3.596  -6.470  -0.302
C  -3.570  0.109  3.231
C  -4.767  0.876  3.720
C  -4.655  1.132  5.240
O  -3.334  0.605  5.567
C  -2.888  -0.330  4.558
H  -2.919  0.718  2.603
H  -3.866  -0.776  2.669
H  -5.748  0.492  3.440
H  -4.750  1.884  3.307
H  -5.357  0.504  5.789
H  -4.706  2.199  5.455
H  -3.347  -1.289  4.799
H  -1.799  -0.351  4.502
C  -2.376  1.290  -5.307
C  -0.965  1.019  -5.548
C  -0.349  1.126  -4.170
O  -1.094  2.251  -3.763
C  -2.457  2.041  -4.033
H  -2.870  0.339  -5.110
H  -2.838  1.747  -6.182
H  -0.535  1.720  -6.264
H  -0.703  0.030  -5.924
H  0.694  1.441  -4.168
H  -0.591  0.331  -3.465
H  -3.044  2.958  -4.096
H  -2.859  1.445  -3.213
C  6.153  -0.819  0.955
C  5.335  -2.002  1.265
C  4.144  -1.537  2.187
O  3.839  -0.318  1.518
C  5.127  0.309  1.174
H  6.484  -0.815  -0.083
H  6.985  -0.708  1.650
H  5.949  -2.762  1.749
H  4.881  -2.506  0.412
H  4.414  -1.389  3.233
H  3.274  -2.186  2.087
H  5.308  0.925  2.055
H  5.129  0.999  0.330
C  4.324  0.090  -4.390
C  4.557  -0.857  -3.211
C  3.152  -0.806  -2.538
O  2.420  -1.170  -3.631
C  3.007  -0.567  -4.799
H  5.060  0.067  -5.194
H  4.103  1.110  -4.074
H  5.300  -0.555  -2.473
H  4.721  -1.912  -3.434
H  2.754  0.105  -2.093
H  3.008  -1.634  -1.844
H  2.324  0.101  -5.324
H  3.262  -1.304  -5.561
C  2.615  -3.991  -0.371
C  3.509  -4.369  -1.560
C  3.174  -5.904  -1.658
O  2.441  -6.250  -0.445
C  1.752  -5.103  0.016
H  2.057  -3.066  -0.514
H  3.239  -3.624  0.444
H  4.549  -4.122  -1.344
H  3.115  -3.918  -2.471
H  4.089  -6.494  -1.605
H  2.628  -6.178  -2.561
H  1.722  -5.160  1.104
H  0.736  -4.983  -0.358
C  -0.323  -4.264  -2.899
C  -0.697  -3.276  -4.023
C  -1.869  -2.510  -3.534
O  -2.580  -3.380  -2.666
C  -1.617  -4.335  -2.038
H  0.530  -3.891  -2.333
H  -0.045  -5.310  -3.029
H  -1.124  -3.894  -4.813
H  0.157  -2.674  -4.334
H  -2.573  -2.214  -4.313
H  -1.461  -1.630  -3.036
H  -2.142  -5.286  -2.125
H  -1.325  -4.180  -0.999
C  4.068  3.020  3.949
C  3.515  3.952  4.963
C  2.845  3.032  5.955
O  2.239  2.039  5.096
C  3.154  1.747  4.018
H  5.057  2.692  4.269
H  4.053  3.417  2.934
H  2.858  4.646  4.439
H  4.235  4.629  5.422
H  2.173  3.524  6.658
H  3.664  2.555  6.493
H  2.491  1.597  3.165
H  3.768  0.856  4.151
C  3.622  3.655  -0.305
C  3.785  3.495  -1.811
C  2.397  3.373  -2.321
O  1.607  2.823  -1.223
C  2.194  3.252  -0.062
H  3.704  4.692  0.021
H  4.403  3.168  0.279
H  4.255  2.539  -2.043
H  4.379  4.255  -2.321
H  2.315  2.815  -3.253
H  2.011  4.353  -2.601
H  2.203  2.513  0.739
H  1.683  4.104  0.388
C  -0.456  4.042  3.997
C  -0.550  2.518  3.956
O  -0.435  2.052  5.286
H  0.383  4.466  4.548
H  -1.270  4.670  4.360
H  -0.249  4.391  2.986
H  0.187  2.124  3.257
H  -1.476  2.092  3.570
H  0.518  1.975  5.371

Löwdin atomic charge list, values in e, 4 entries: -0.17, -0.13, -0.15, -0.18

---

(2)
Formula: C50H102O13
Source: OMol25
Level of theory: ωB97M-V/def2-TZVPD

Results
Frontier orbital gap = 0.36541 hartree
HOMO level = -9.31 eV
Energy above the lowest of the compared OMol25 structures with the same formula, charge and spin = 0.0 kJ/mol
Total energy = -2944.202679 a.u.
2S+1 = 1
Charge = 0
LUMO = 0.023 Ha

Positions of all 165 atoms, in Å:
C  5.613  0.606  -3.340
C  5.027  -0.761  -3.725
C  3.528  -0.493  -3.819
O  3.331  0.761  -3.122
C  4.511  1.118  -2.418
H  5.537  1.220  -4.242
H  6.638  0.585  -2.984
H  5.268  -1.569  -3.029
H  5.430  -1.122  -4.675
H  2.916  -1.247  -3.320
H  3.168  -0.388  -4.844
H  4.575  0.663  -1.433
H  4.541  2.207  -2.377
C  -2.669  3.653  -1.104
C  -2.010  3.066  -2.348
C  -2.761  3.804  -3.461
O  -3.141  5.076  -2.895
C  -2.734  5.114  -1.520
H  -2.120  3.545  -0.166
H  -3.680  3.268  -0.955
H  -2.120  1.988  -2.443
H  -0.973  3.401  -2.374
H  -3.704  3.314  -3.712
H  -2.104  3.960  -4.316
H  -3.475  5.670  -0.944
H  -1.776  5.642  -1.472
C  5.391  -1.140  2.812
C  4.267  -1.606  1.873
C  4.673  -1.020  0.533
O  5.301  0.218  0.855
C  6.117  -0.050  2.002
H  6.097  -1.959  2.969
H  5.016  -0.822  3.782
H  3.356  -1.115  2.224
H  4.032  -2.669  1.887
H  3.767  -0.740  -0.010
H  5.268  -1.679  -0.108
H  6.165  0.896  2.541
H  7.126  -0.380  1.747
C  -5.011  -0.815  -2.702
C  -4.964  -1.196  -4.186
C  -4.498  -2.659  -4.127
O  -3.890  -2.876  -2.851
C  -3.900  -1.672  -2.138
H  -5.968  -1.104  -2.250
H  -4.962  0.261  -2.532
H  -4.314  -0.515  -4.731
H  -5.921  -1.171  -4.712
H  -3.741  -2.809  -4.903
H  -5.326  -3.348  -4.290
H  -2.940  -1.117  -2.172
H  -3.961  -1.780  -1.048
C  -0.429  -1.283  -4.776
C  -0.459  -1.985  -6.142
C  -1.652  -1.297  -6.836
O  -2.248  -0.455  -5.881
C  -1.182  0.015  -5.042
H  0.590  -1.174  -4.400
H  -0.989  -1.860  -4.038
H  -0.645  -3.057  -6.082
H  0.471  -1.813  -6.681
H  -2.404  -1.954  -7.278
H  -1.285  -0.725  -7.706
H  -1.642  0.448  -4.154
H  -0.630  0.823  -5.526
C  -3.718  1.939  2.187
C  -4.745  3.006  2.512
C  -6.003  2.180  2.642
O  -5.564  1.008  3.383
C  -4.193  0.789  3.108
H  -2.688  2.173  2.458
H  -3.769  1.646  1.139
H  -4.867  3.772  1.740
H  -4.597  3.552  3.446
H  -6.374  1.817  1.676
H  -6.841  2.562  3.220
H  -4.031  -0.173  2.609
H  -3.607  0.765  4.029
C  -3.421  -5.233  0.222
C  -4.528  -4.228  0.413
C  -3.942  -3.344  1.532
O  -2.566  -3.268  1.212
C  -2.125  -4.504  0.617
H  -3.312  -5.550  -0.822
H  -3.521  -6.172  0.764
H  -5.457  -4.716  0.715
H  -4.787  -3.591  -0.427
H  -4.093  -3.769  2.531
H  -4.364  -2.338  1.512
H  -1.578  -5.060  1.384
H  -1.475  -4.214  -0.208
C  -0.119  2.697  5.430
C  0.417  2.190  6.741
C  -0.591  2.844  7.685
O  -1.858  2.845  6.965
C  -1.611  2.451  5.605
H  0.208  2.247  4.488
H  0.046  3.772  5.314
H  1.400  2.616  6.960
H  0.442  1.105  6.829
H  -0.343  3.908  7.775
H  -0.763  2.430  8.674
H  -2.226  3.004  4.896
H  -1.847  1.383  5.565
C  2.071  -4.495  -0.587
C  1.491  -5.583  -1.510
C  1.713  -5.019  -2.905
O  2.849  -4.161  -2.795
C  2.807  -3.540  -1.502
H  2.623  -4.928  0.248
H  1.217  -4.010  -0.104
H  0.432  -5.729  -1.293
H  1.999  -6.536  -1.373
H  0.916  -4.348  -3.254
H  1.838  -5.815  -3.637
H  2.247  -2.606  -1.658
H  3.799  -3.172  -1.242
C  0.132  1.148  0.767
C  -0.950  0.314  0.119
C  -0.212  -0.957  -0.293
O  1.185  -0.679  -0.291
C  1.386  0.708  0.029
H  0.205  0.856  1.823
H  0.018  2.233  0.768
H  -1.469  0.774  -0.727
H  -1.795  0.180  0.804
H  -0.480  -1.274  -1.311
H  -0.554  -1.800  0.320
H  1.510  1.276  -0.899
H  2.272  0.873  0.643
C  -0.473  -2.128  3.493
C  0.998  -2.287  3.212
C  1.637  -2.023  4.554
O  0.844  -0.981  5.120
C  -0.491  -1.042  4.600
H  -0.987  -3.010  3.876
H  -1.025  -1.774  2.623
H  1.286  -1.596  2.412
H  1.251  -3.252  2.759
H  2.666  -1.659  4.548
H  1.583  -2.915  5.192
H  -0.694  -0.055  4.177
H  -1.203  -1.311  5.382
C  3.208  3.913  4.407
C  3.874  2.555  4.154
C  3.884  2.412  2.627
O  3.127  3.504  2.111
C  2.341  4.078  3.148
H  3.941  4.719  4.407
H  2.661  3.867  5.346
H  3.241  1.763  4.559
H  4.857  2.547  4.624
H  3.490  1.410  2.434
H  4.850  2.553  2.144
H  1.379  3.562  3.234
H  2.126  5.118  2.910
C  2.149  4.122  -4.150
C  1.384  2.989  -4.868
O  1.055  1.933  -3.983
H  1.940  5.064  -4.664
H  3.223  3.950  -4.245
H  1.860  4.218  -3.106
H  1.966  2.664  -5.735
H  0.425  3.407  -5.183
H  1.898  1.538  -3.680

Löwdin atomic charge list, values in e, 4 entries: -0.14, -0.16, -0.15, -0.19